{
  "formula": "C35H43ClHfN2Si2",
  "method": "ωB97M-V/def2-TZVPD",
  "total_energy_ha": -2555.50007,
  "fmax_ev_per_a": 5.9,
  "lumo_ev": [-7.099, -7.097],
  "e_homo_ev": [-12.23, -12.23],
  "charge": 2,
  "species": ["C", "C", "C", "H", "C", "C", "H", "H", "H", "H", "Hf", "Si", "C", "C", "H", "C", "H", "C", "H", "C", "H", "C", "H", "C", "C", "H", "C", "H", "C", "H", "C", "H", "C", "H", "H", "Si", "C", "C", "H", "C", "H", "C", "H", "C", "H", "C", "H", "C", "C", "H", "C", "H", "C", "H", "C", "H", "C", "H", "H", "Cl", "C", "N", "C", "C", "C", "N", "C", "C", "H", "H", "H", "H", "H", "H", "H", "H", "H", "H", "H", "H", "H", "H", "H", "H"],
  "xyz": [[0.1956, -2.8516, 2.5051], [0.1723, -2.9262, 1.0642], [1.1667, -1.9700, 0.5884], [-0.3041, -3.7032, 0.4543], [1.5958, -1.1879, 1.7274], [1.0985, -1.8348, 2.8954], [1.4692, -1.6457, 3.9068], [-0.2886, -3.5774, 3.1742], [1.7418, -2.0785, -0.3282], [2.3697, -0.4244, 1.6923], [-0.7049, -0.7758, 1.0255], [0.5059, -0.4477, -2.0923], [-0.3193, -0.4565, -3.8024], [-0.3416, 0.6916, -4.5978], [0.0684, 1.6351, -4.2306], [-0.8732, 0.6350, -5.8886], [-0.8848, 1.5360, -6.4969], [-1.3650, -0.5774, -6.3892], [-1.7679, -0.6232, -7.3997], [-1.3272, -1.7245, -5.5980], [-1.6753, -2.6863, -5.9866], [-0.8275, -1.6618, -4.2925], [-0.8112, -2.5579, -3.6626], [2.1670, 0.2766, -2.7218], [2.9607, -0.7050, -3.3443], [2.7165, -1.7621, -3.1958], [4.0217, -0.3392, -4.1790], [4.5951, -1.1138, -4.6886], [4.3477, 1.0066, -4.3529], [5.1876, 1.3003, -4.9857], [3.6025, 1.9836, -3.6775], [3.8646, 3.0408, -3.7779], [2.5409, 1.6197, -2.8487], [2.0109, 2.4844, -2.2723], [0.5895, -1.9070, -1.8029], [1.2015, 3.4094, -0.9461], [2.3021, 2.9213, 0.4737], [3.1032, 1.7681, 0.3875], [3.0544, 1.1417, -0.5050], [4.0307, 1.4472, 1.3798], [4.6768, 0.5744, 1.2531], [4.1650, 2.2514, 2.5109], [4.9165, 2.0112, 3.2716], [3.3363, 3.3682, 2.6445], [3.4400, 4.0035, 3.5273], [2.4112, 3.6941, 1.6494], [1.7866, 4.5825, 1.7589], [-0.2104, 2.2076, -1.1308], [-0.0801, 0.7247, -0.8160], [0.5615, 0.5308, 0.0893], [-1.2252, -0.1582, -1.0537], [-1.2598, -1.2798, -0.8210], [-2.4249, 0.3670, -1.6586], [-3.2289, -0.3333, -1.8631], [-2.4707, 1.6925, -1.9661], [-3.3550, 2.0836, -2.4738], [-1.4128, 2.5811, -1.6917], [-1.5479, 3.6194, -2.0004], [0.8865, 4.7673, -1.0141], [-0.3419, 1.2742, 2.0703], [-3.7094, -1.4179, 0.6387], [-2.7602, -1.5880, 1.7648], [-2.8855, -3.0356, 2.1034], [-3.3890, -0.8047, 2.8835], [-2.7775, -1.0258, 4.2638], [-1.4657, -0.4074, 4.4194], [-1.5360, 1.0170, 4.7783], [-0.6433, -1.0996, 5.3952], [-3.4376, -2.0618, -0.2036], [-4.6983, -1.7327, 1.0114], [-3.7666, -0.3730, 0.3170], [-3.9561, -3.2262, 2.2837], [-2.5543, -3.6457, 1.2559], [-2.3132, -3.3148, 2.9904], [-3.3840, 0.2610, 2.6147], [-4.4346, -1.1465, 2.9503], [-3.4850, -0.5588, 4.9862], [-2.7224, -2.0979, 4.5126], [-1.9168, 1.1483, 5.8048], [-0.5245, 1.4350, 4.7210], [-2.1755, 1.5671, 4.0826], [-0.6288, -2.1735, 5.1793], [-1.0227, -0.9428, 6.4199], [0.3743, -0.6971, 5.3305]],
  "lowdin_charge": [-0.106, -0.208, -0.279, 0.132, -0.170, -0.080, 0.120, 0.126, 0.102, 0.094, 1.318, 0.609, -0.262, -0.089, 0.100, -0.059, 0.110, -0.064, 0.113, -0.070, 0.113, -0.099, 0.097, -0.253, -0.083, 0.108, -0.045, 0.119, -0.047, 0.121, -0.052, 0.120, -0.130, 0.023, 0.056, 1.015, -0.322, -0.116, 0.087, -0.081, 0.122, -0.044, 0.124, -0.053, 0.121, -0.095, 0.111, -0.283, -0.458, 0.008, -0.442, 0.088, -0.056, 0.130, -0.065, 0.127, -0.072, 0.123, 0.002, 0.365, -0.099, -0.345, -0.068, -0.169, -0.187, -0.306, -0.153, -0.104, 0.104, 0.113, 0.091, 0.118, 0.098, 0.069, 0.124, 0.135, 0.146, 0.118, 0.103, 0.060, 0.059, 0.081, 0.107, 0.082]
}

{
  "formula": "C7H9NO2S",
  "method": "ωB97M-V/def2-TZVPD",
  "total_energy_ha": -875.34218,
  "fmax_ev_per_a": 3.5,
  "lumo_ev": [-0.336, -1.930],
  "e_homo_ev": [-9.16, -7.71],
  "e_above_lowest_kcal_mol": 131.2,
  "species": ["C", "C", "C", "C", "C", "C", "C", "N", "O", "O", "S", "H", "H", "H", "H", "H", "H", "H", "H", "H"],
  "xyz": [[0.0593, -0.2642, -0.9922], [-0.0601, -2.0054, 0.9361], [-1.6164, -2.1700, 1.2480], [1.9341, 1.6180, -0.6302], [0.4284, 1.1198, -0.5812], [0.4876, 0.5230, 0.8037], [-0.5658, 2.1545, -1.0452], [0.2474, -0.7352, 0.3720], [-0.1712, -0.7972, -2.0396], [-1.8789, -1.9452, 2.4803], [2.1528, 1.2104, 1.2002], [0.4202, -2.2824, 1.9607], [0.3281, -2.7822, 0.2045], [-2.0908, -1.4921, 0.5838], [-1.9693, -3.1418, 0.8976], [2.6320, 0.9111, -1.0878], [2.0920, 2.7319, -0.7861], [-1.5518, 1.8676, -0.7267], [-0.5611, 2.2637, -2.2256], [-0.3165, 3.2156, -0.5723]],
  "lowdin_charge": [-0.367, -0.098, -0.351, -0.307, -0.496, -0.396, -0.034, -0.033, 0.141, 0.061, 0.838, 0.157, 0.140, 0.102, 0.151, 0.071, 0.095, 0.068, 0.133, 0.125]
}

{
  "formula": "C29H32N2O3",
  "method": "ωB97M-V/def2-TZVPD",
  "total_energy_ha": -1459.45005,
  "fmax_ev_per_a": 2.6,
  "lumo_ev": -1.510,
  "e_homo_ev": -5.83,
  "e_above_lowest_kcal_mol": 74.9,
  "species": ["C", "C", "O", "C", "C", "C", "O", "C", "C", "C", "O", "H", "H", "H", "H", "H", "H", "H", "H", "H", "H", "H", "C", "C", "N", "C", "C", "C", "C", "C", "C", "C", "C", "C", "C", "C", "C", "N", "C", "C", "C", "C", "C", "C", "C", "H", "H", "H", "H", "H", "H", "H", "H", "H", "H", "H", "H", "H", "H", "H", "H", "H", "H", "H", "H", "H"],
  "xyz": [[-4.1087, -0.0365, -3.7575], [-3.1176, 1.0824, -3.5701], [-1.8707, 0.4879, -3.1534], [-0.9145, 1.4325, -2.9487], [0.3811, 0.7991, -2.8390], [1.6155, 1.5735, -2.8749], [1.7614, 2.7446, -2.5734], [2.7173, 0.5993, -3.3368], [2.1176, -0.8038, -3.2378], [0.5825, -0.5940, -3.2791], [-1.1812, 2.6271, -2.9399], [-5.1119, 0.3872, -3.8471], [-3.8957, -0.5871, -4.6818], [-4.1008, -0.7353, -2.9134], [-2.9456, 1.6306, -4.5126], [-3.4594, 1.7990, -2.8046], [2.9418, 0.8011, -4.3979], [3.6400, 0.7361, -2.7652], [2.4442, -1.4394, -4.0745], [2.4088, -1.2965, -2.2985], [0.0182, -1.3234, -2.6774], [0.2778, -0.7208, -4.3386], [-1.6141, 3.0197, -0.1395], [-0.7576, 2.4712, 0.9063], [-0.1829, 3.2771, 1.8289], [-0.3924, 4.7112, 1.8823], [0.5381, 2.5345, 2.7613], [0.3797, 1.1623, 2.4303], [0.8733, 0.2293, 3.3353], [1.5997, 0.6700, 4.4567], [1.8124, 2.0423, 4.7068], [1.2356, 3.0048, 3.8668], [-0.3904, 1.1113, 1.1753], [-0.6819, 0.0037, 0.3647], [-0.3253, -1.3563, 0.6287], [-1.1416, -2.5065, 0.8375], [-2.6079, -2.6257, 0.9019], [-0.3419, -3.5634, 1.1386], [-0.8435, -4.8666, 1.5416], [1.0021, -3.1933, 1.0959], [1.0451, -1.8178, 0.7585], [2.2747, -1.1615, 0.7029], [3.4193, -1.8727, 1.0974], [3.3507, -3.2249, 1.4876], [2.1270, -3.9185, 1.4839], [-2.1473, 2.1961, -0.6222], [-2.3537, 3.7480, 0.2367], [-0.9971, 3.5000, -0.9138], [0.2010, 5.1282, 2.6942], [-0.0913, 5.1835, 0.9408], [-1.4508, 4.9433, 2.0585], [0.6800, -0.8277, 3.1764], [2.0200, -0.0564, 5.1540], [2.3987, 2.3604, 5.5699], [1.3240, 4.0756, 4.0629], [-1.2533, 0.2040, -0.5575], [-3.0306, -1.6425, 0.6814], [-2.9981, -3.3493, 0.1723], [-2.9454, -2.9412, 1.9021], [-0.0015, -5.5213, 1.7723], [-1.4788, -4.7781, 2.4337], [-1.4405, -5.3249, 0.7426], [2.3058, -0.1246, 0.3686], [4.3862, -1.3648, 1.1014], [4.2570, -3.7398, 1.8138], [2.0374, -4.9626, 1.7844]],
  "lowdin_charge": [-0.082, -0.242, -0.051, -0.520, -0.139, -0.421, 0.006, -0.120, -0.189, -0.193, 0.016, 0.072, 0.078, 0.071, 0.132, 0.115, 0.117, 0.105, 0.100, 0.088, 0.098, 0.114, 0.020, -0.131, -0.015, 0.015, -0.151, -0.088, -0.007, -0.063, -0.072, -0.007, -0.059, 0.121, -0.102, -0.196, -0.008, -0.050, -0.002, -0.159, -0.140, -0.024, -0.075, -0.083, -0.013, 0.082, 0.107, 0.114, 0.081, 0.114, 0.106, 0.113, 0.105, 0.105, 0.105, 0.118, 0.087, 0.096, 0.093, 0.081, 0.098, 0.101, 0.126, 0.104, 0.101, 0.100]
}

{
  "formula": "C8H7N",
  "method": "ωB97M-V/def2-TZVPD",
  "total_energy_ha": -363.54792,
  "fmax_ev_per_a": 6.3,
  "lumo_ev": -0.235,
  "e_homo_ev": -8.02,
  "e_above_lowest_kcal_mol": 142.1,
  "species": ["C", "C", "C", "C", "C", "C", "C", "C", "N", "H", "H", "H", "H", "H", "H", "H"],
  "xyz": [[-1.7361, -2.3024, 0.1421], [0.4973, 0.6884, -0.5127], [-1.1000, -1.8398, 1.2909], [-0.9532, -1.1214, 0.0538], [-0.4636, -0.2333, -0.8451], [1.7085, 1.0534, 1.5818], [2.3088, 1.4709, 2.6885], [-1.1580, -0.0973, -2.2343], [1.3778, 0.7164, 0.4969], [-2.4073, -2.8385, -0.4279], [0.8041, 1.4748, -1.1807], [2.9323, 2.3086, 2.6965], [2.1878, 0.9589, 3.6163], [-1.7700, 0.7453, -2.1605], [-1.8228, -0.9866, -2.2313], [-0.4055, 0.0027, -2.9742]],
  "lowdin_charge": [-0.010, -0.044, 0.024, -0.239, -0.252, -0.119, 0.033, -0.017, 0.144, 0.062, 0.134, 0.033, 0.048, 0.055, 0.085, 0.065]
}